Record 1
{
  "formula": "C5H13NO2",
  "method": "ωB97M-V/def2-TZVPD",
  "species": ["C", "C", "N", "C", "C", "C", "O", "H", "H", "H", "H", "H", "H", "H", "H", "H", "H", "H", "O", "H", "H"],
  "coordinates": [[-2.005, -1.464, 1.209], [-1.961, -0.110, 0.485], [-0.588, 0.381, 0.354], [-0.201, 0.877, -0.990], [1.050, 0.119, -1.536], [2.317, 0.877, -1.275], [2.482, 1.595, -0.318], [-2.954, -1.978, 1.022], [-1.133, -2.092, 1.022], [-2.063, -1.342, 2.299], [-2.591, 0.589, 1.040], [-2.451, -0.268, -0.485], [-0.469, 1.140, 1.004], [0.041, 1.920, -0.854], [-0.983, 0.609, -1.702], [1.115, -0.874, -1.099], [0.910, 0.125, -2.607], [3.163, 0.678, -1.962], [2.287, -0.576, 1.546], [1.334, -0.441, 1.616], [2.701, 0.237, 1.234]],
  "total_energy_ha": -403.50627,
  "e_lumo_ha": 0.031,
  "gap_ha": 0.36675,
  "e_homo_ev": -9.1
}

=====

Record 2
{
  "formula": "C34H25Cl4LuN2O6P",
  "method": "ωB97M-V/def2-TZVPD",
  "species": ["Lu", "O", "C", "O", "C", "O", "C", "C", "O", "O", "H", "H", "H", "H", "H", "Cl", "C", "C", "C", "C", "C", "C", "P", "C", "C", "C", "C", "C", "C", "C", "C", "C", "C", "C", "C", "H", "H", "H", "H", "H", "H", "H", "H", "H", "H", "H", "H", "H", "H", "Cl", "C", "C", "C", "Cl", "C", "O", "C", "Cl", "C", "H", "H", "N", "C", "C", "C", "C", "C", "N", "C", "H", "H", "H", "H"],
  "coordinates": [[11.766, 12.399, 10.377], [15.916, 13.374, 10.466], [14.685, 13.272, 10.096], [14.002, 12.214, 10.108], [14.084, 14.515, 9.575], [12.700, 14.289, 9.542], [11.900, 15.531, 9.794], [10.543, 15.178, 10.386], [9.867, 16.112, 10.838], [10.337, 13.914, 10.526], [16.375, 12.514, 10.431], [14.555, 14.624, 8.567], [14.431, 15.350, 10.181], [11.729, 15.947, 8.834], [12.531, 16.126, 10.474], [13.601, 12.235, 13.015], [15.331, 12.276, 13.497], [15.833, 13.450, 14.104], [17.075, 13.345, 14.755], [17.839, 12.203, 14.678], [17.469, 11.208, 13.846], [16.182, 11.212, 13.228], [15.467, 9.881, 12.210], [16.519, 9.937, 10.721], [16.131, 9.249, 9.583], [16.657, 9.602, 8.354], [17.711, 10.471, 8.247], [18.315, 10.901, 9.406], [17.602, 10.828, 10.623], [15.977, 8.398, 13.143], [15.532, 8.218, 14.422], [15.796, 7.062, 15.159], [16.731, 6.165, 14.613], [17.384, 6.379, 13.411], [17.013, 7.514, 12.681], [15.196, 14.326, 14.174], [17.400, 14.214, 15.314], [18.794, 12.142, 15.200], [18.099, 10.289, 13.757], [15.305, 8.545, 9.610], [16.296, 9.047, 7.460], [18.063, 10.762, 7.256], [19.293, 11.373, 9.408], [18.062, 11.311, 11.462], [15.010, 9.049, 14.925], [15.342, 6.996, 16.135], [16.952, 5.295, 15.210], [18.176, 5.750, 13.029], [17.575, 7.825, 11.814], [8.132, 8.121, 5.331], [9.057, 8.707, 6.627], [9.282, 10.120, 6.613], [10.174, 10.682, 7.509], [10.829, 12.308, 7.407], [10.621, 9.857, 8.602], [11.172, 10.450, 9.641], [10.491, 8.417, 8.538], [11.320, 7.541, 9.679], [9.715, 7.887, 7.544], [8.784, 10.696, 5.791], [9.808, 6.782, 7.459], [8.457, 14.098, 16.132], [9.038, 13.326, 15.437], [9.581, 12.344, 14.550], [9.647, 10.914, 14.881], [10.154, 9.998, 13.977], [10.723, 10.521, 12.807], [10.703, 11.785, 12.477], [10.163, 12.710, 13.338], [9.422, 10.643, 15.931], [10.074, 8.934, 14.145], [11.251, 9.818, 12.149], [10.190, 13.727, 12.915]],
  "charge": 1,
  "total_energy_ha": -5289.13965,
  "e_lumo_ha": -0.113,
  "gap_ha": 0.25740,
  "e_homo_ev": -10.1
}

=====

Record 3
{
  "formula": "C7H8BF2O7S2",
  "method": "ωB97M-V/def2-TZVPD",
  "species": ["C", "C", "O", "S", "O", "O", "C", "S", "C", "C", "H", "H", "H", "H", "H", "H", "H", "H", "B", "O", "C", "O", "C", "O", "O", "F", "F"],
  "coordinates": [[2.629, 1.910, 1.416], [1.791, 1.163, 1.812], [0.925, 0.481, 2.534], [1.195, -1.199, 2.288], [1.473, -1.710, 3.591], [-0.363, -1.566, 2.022], [-0.617, -1.800, 0.602], [-2.055, -0.913, -0.015], [-1.970, 0.676, 0.837], [-2.586, 0.656, 2.234], [3.406, 2.493, 0.997], [0.241, -1.501, 0.008], [-0.800, -2.860, 0.491], [-2.567, 1.347, 0.231], [-0.956, 1.053, 0.832], [-2.065, -0.009, 2.907], [-3.626, 0.361, 2.138], [-2.581, 1.673, 2.625], [1.261, -1.201, -3.406], [0.599, -0.687, -2.163], [0.498, 0.626, -2.243], [0.016, 1.344, -1.408], [1.101, 1.083, -3.574], [1.171, 2.220, -3.956], [1.531, 0.020, -4.222], [0.409, -2.062, -4.081], [2.448, -1.842, -3.081]],
  "charge": -1,
  "total_energy_ha": -1819.39474,
  "e_lumo_ha": 0.103,
  "gap_ha": 0.32854,
  "e_homo_ev": -6.1
}

=====

Record 4
{
  "formula": "C13H24FIN3O2S",
  "method": "ωB97M-V/def2-TZVPD",
  "species": ["O", "C", "O", "C", "C", "C", "F", "N", "I", "C", "C", "C", "S", "H", "H", "H", "H", "H", "H", "H", "H", "H", "H", "H", "H", "H", "C", "C", "N", "C", "C", "N", "C", "C", "H", "H", "H", "H", "H", "H", "H", "H", "H", "H", "H"],
  "coordinates": [[2.609, 1.317, 2.035], [2.656, 1.057, 0.899], [3.796, 0.647, 0.288], [4.591, 1.741, -0.219], [5.394, 2.468, 0.877], [4.977, 3.911, 1.082], [4.121, 4.052, 2.137], [1.584, 1.137, 0.023], [1.430, -0.581, -1.116], [0.312, 1.454, 0.702], [-0.085, 2.939, 0.652], [1.059, 3.915, 0.436], [0.346, 5.360, -0.474], [5.290, 1.307, -0.915], [3.934, 2.421, -0.741], [6.451, 2.392, 0.678], [5.218, 1.933, 1.796], [5.853, 4.494, 1.324], [4.522, 4.320, 0.193], [-0.461, 0.915, 0.181], [0.282, 1.088, 1.716], [-0.877, 3.123, -0.053], [-0.511, 3.172, 1.617], [1.847, 3.532, -0.187], [1.424, 4.313, 1.356], [1.383, 5.789, -1.211], [-4.773, -5.912, -1.300], [-3.783, -5.568, -0.205], [-3.312, -4.174, -0.267], [-2.193, -3.699, 0.379], [-2.091, -2.383, 0.083], [-3.152, -2.075, -0.735], [-3.884, -3.170, -0.922], [-3.444, -0.762, -1.318], [-4.351, -5.719, -2.287], [-5.034, -6.965, -1.239], [-5.695, -5.336, -1.202], [-2.905, -6.207, -0.282], [-4.228, -5.724, 0.778], [-1.595, -4.362, 0.979], [-1.383, -1.620, 0.356], [-4.783, -3.221, -1.509], [-4.418, -0.422, -0.976], [-3.440, -0.842, -2.402], [-2.683, -0.054, -1.006]],
  "charge": 1,
  "total_energy_ha": -1619.96926,
  "e_lumo_ha": -0.113,
  "gap_ha": 0.28169,
  "e_homo_ev": -10.7
}

=====

Record 5
{
  "formula": "C29H45F9N4O15",
  "method": "ωB97M-V/def2-TZVPD",
  "species": ["C", "C", "O", "C", "O", "C", "F", "F", "F", "H", "H", "H", "H", "H", "C", "C", "O", "C", "O", "C", "F", "F", "F", "H", "H", "H", "H", "H", "C", "C", "O", "C", "O", "C", "F", "F", "F", "H", "H", "H", "H", "H", "C", "O", "C", "O", "O", "C", "H", "H", "H", "H", "H", "H", "C", "O", "C", "O", "O", "C", "H", "H", "H", "H", "H", "H", "C", "O", "C", "O", "O", "C", "H", "H", "H", "H", "H", "H", "C", "C", "N", "H", "H", "H", "C", "C", "N", "H", "H", "H", "C", "C", "N", "H", "H", "H", "C", "C", "N", "H", "H", "H"],
  "coordinates": [[-2.857, -2.445, -6.336], [-2.324, -1.349, -5.424], [-3.263, -1.005, -4.415], [-2.843, -0.212, -3.449], [-1.831, 0.424, -3.460], [-3.890, -0.056, -2.346], [-4.934, -0.862, -2.493], [-3.426, -0.251, -1.111], [-4.309, 1.217, -2.410], [-2.230, -2.577, -7.216], [-3.829, -2.141, -6.732], [-2.942, -3.384, -5.791], [-2.189, -0.454, -6.039], [-1.337, -1.663, -5.088], [3.764, 1.399, 3.374], [2.964, 2.514, 3.999], [1.598, 2.513, 3.568], [0.720, 1.913, 4.343], [0.899, 1.300, 5.334], [-0.673, 2.083, 3.673], [-1.407, 3.012, 4.306], [-0.582, 2.383, 2.377], [-1.347, 0.917, 3.763], [4.835, 1.479, 3.535], [3.628, 1.510, 2.295], [3.269, 0.489, 3.719], [3.474, 3.423, 3.674], [3.083, 2.465, 5.081], [5.833, 1.417, -0.743], [4.985, 0.275, -1.234], [4.119, 0.754, -2.269], [3.573, -0.139, -3.074], [3.751, -1.322, -3.016], [2.660, 0.480, -4.132], [1.817, 1.319, -3.485], [3.294, 1.166, -5.092], [1.944, -0.452, -4.751], [5.305, 2.303, -0.405], [6.447, 1.752, -1.588], [6.577, 1.063, -0.030], [4.339, -0.053, -0.409], [5.557, -0.627, -1.444], [-1.911, 5.692, 2.652], [-1.238, 5.514, 1.418], [-1.714, 4.614, 0.568], [-2.806, 4.106, 0.587], [-0.858, 4.535, -0.460], [-1.362, 3.891, -1.636], [-2.495, 6.609, 2.585], [-1.158, 5.861, 3.422], [-2.526, 4.882, 3.038], [-1.482, 2.836, -1.423], [-0.590, 4.058, -2.385], [-2.270, 4.371, -1.997], [-3.718, 0.171, 2.104], [-4.974, -0.292, 1.637], [-5.106, -1.606, 1.516], [-4.493, -2.464, 2.076], [-6.050, -1.790, 0.596], [-6.582, -3.099, 0.421], [-2.818, -0.230, 1.638], [-3.653, -0.045, 3.173], [-3.690, 1.255, 2.028], [-5.766, -3.772, 0.155], [-7.520, -3.194, -0.109], [-6.840, -3.447, 1.435], [0.830, -3.763, 5.235], [1.918, -3.374, 4.387], [1.672, -3.228, 3.097], [0.647, -3.484, 2.544], [2.794, -2.804, 2.528], [2.774, -2.762, 1.107], [0.001, -3.075, 5.081], [1.249, -3.718, 6.235], [0.520, -4.784, 5.014], [3.598, -2.086, 0.865], [1.914, -2.292, 0.639], [2.994, -3.713, 0.623], [-0.351, 0.077, -0.748], [0.746, 0.155, 0.203], [1.596, 0.276, 0.957], [-1.277, 0.358, -0.244], [-0.589, -0.951, -1.030], [-0.123, 0.641, -1.644], [2.816, 3.458, 0.014], [3.826, 4.094, 0.880], [4.639, 4.564, 1.535], [3.397, 2.817, -0.654], [2.362, 4.157, -0.682], [2.166, 2.837, 0.624], [1.591, -4.308, -3.540], [0.775, -3.130, -3.238], [0.081, -2.247, -3.023], [2.387, -4.041, -4.231], [0.989, -5.116, -3.945], [2.027, -4.630, -2.595], [-1.683, -2.867, 0.625], [-0.954, -3.755, -0.271], [-0.396, -4.467, -0.982], [-2.158, -3.341, 1.478], [-2.419, -2.364, 0.000], [-0.963, -2.170, 1.060]],
  "total_energy_ha": -3378.45864,
  "e_lumo_ha": 0.021,
  "gap_ha": 0.42119,
  "e_homo_ev": -10.9
}